5 unconnected molecules or ions with the total composition C10H17Cl8FNO2 at a distorted geometry. Source: the OMol25 dataset; level of theory: ωB97M-V with the def2-TZVPD basis set.

As for the HOMO-LUMO gap: 5.0 eV. For the lowest unoccupied orbital energy, the calculation gives 0.0828 hartree. Its max |F| is 1.09 eV/A. Its molar mass is 485.87 g/mol. The charge is -1.

XYZ file:
```
39
Properties=species:S:1:pos:R:3:forces:R:3
C 3.95954 1.79323 1.20641 0.046 0.028 0.327
O 2.82671 2.60653 1.30836 0.305 0.109 -0.322
C 1.87266 2.45211 0.23258 -0.909 0.209 0.049
C 0.61759 1.73342 0.61596 0.737 -0.578 0.553
C 0.42058 0.41143 -0.10765 -0.298 0.797 0.106
C 1.52833 -0.59311 0.07030 -0.419 -0.220 -0.568
F 1.57181 -1.12975 1.36009 0.231 -0.001 0.031
O -0.54685 2.61300 0.06730 -0.216 0.237 0.178
C -1.61206 2.39849 0.70824 -0.075 -0.491 -0.493
N -2.64550 2.13258 1.17045 0.162 0.311 0.102
H 4.75471 2.24071 1.81002 -0.043 0.043 0.004
H 3.78344 0.78604 1.60860 -0.057 -0.075 -0.164
H 4.33188 1.72412 0.17625 -0.045 -0.090 -0.039
H 1.58178 3.47005 -0.04454 0.101 0.000 -0.086
H 2.38079 1.99758 -0.63829 0.278 0.048 0.057
H 0.31400 0.57622 -1.19983 0.082 -0.174 -0.040
H -0.52145 -0.03006 0.23453 0.046 -0.241 -0.134
H 2.50943 -0.19964 -0.20280 0.073 0.111 0.348
H 1.32629 -1.42789 -0.61145 0.051 -0.110 0.136
C 1.95826 -1.58645 -3.61836 0.017 -0.022 0.182
Cl 2.75060 -0.01547 -3.40699 0.001 0.003 -0.040
Cl 0.25623 -1.55159 -3.15634 -0.153 -0.033 -0.206
H 2.03288 -1.87076 -4.66132 -0.005 0.011 0.012
H 2.44455 -2.30038 -2.96045 -0.052 0.258 -0.268
C -5.19594 2.47596 2.92348 0.192 0.047 -0.036
Cl -6.42198 3.64411 2.39134 -0.025 0.031 0.018
Cl -5.85688 0.83170 3.00725 0.002 -0.031 -0.012
H -4.36152 2.48093 2.22116 -0.120 -0.070 0.018
H -4.86562 2.75616 3.91636 -0.099 -0.005 0.030
C 2.28836 -4.53636 -0.36322 -0.054 0.074 0.138
Cl 3.23796 -4.16765 -1.82033 0.174 -0.307 0.201
Cl 0.55946 -4.56843 -0.69441 0.002 -0.002 0.003
H 2.59352 -5.51041 -0.00110 0.014 -0.015 -0.064
H 2.48791 -3.76557 0.37326 -0.041 0.075 -0.051
C -4.58498 -1.08322 -0.35707 -0.008 0.223 0.108
Cl -4.41892 -2.70025 0.35060 -0.027 -0.030 -0.003
Cl -3.25810 -0.68478 -1.44397 0.056 -0.040 -0.110
H -5.51584 -1.04786 -0.90997 0.024 -0.058 -0.033
H -4.58361 -0.35472 0.44552 0.052 -0.020 0.069
```
Forces are in eV/Å.

2 unconnected molecules or ions with the total composition C10H17F4O5 at a distorted geometry. Source: the OMol25 dataset; level of theory: ωB97M-V with the def2-TZVPD basis set.

As for the HOMO-LUMO gap: 6.8 eV. For the lowest unoccupied orbital energy, the calculation gives 0.1016 hartree. Its max |F| is 1.65 eV/A. Its molar mass is 293.23 g/mol. The charge is -1.

XYZ file:
```
36
Properties=species:S:1:pos:R:3:forces:R:3
C -2.52936 -0.02271 -0.36867 -0.047 0.448 0.617
C -2.11175 1.43180 -0.23902 -0.345 -0.223 -0.087
C -1.23353 1.74359 0.93919 -0.110 0.156 -0.502
F -0.96909 3.11820 0.90790 0.150 0.519 0.053
C 0.08948 0.95737 1.00543 -0.399 -0.276 0.556
O -0.18388 -0.27964 1.62497 0.018 -0.212 0.311
C 1.09825 1.68480 1.90537 0.318 -0.133 0.069
O 2.44782 1.30446 1.69805 -0.241 -0.032 0.148
C 2.85459 0.10300 2.31177 0.357 0.580 -0.351
C 3.33806 -0.88228 1.26481 -0.305 0.424 0.941
F 3.92391 -0.26808 0.26707 0.852 0.749 -1.109
F 2.39450 -1.62992 0.77462 -1.208 -0.985 -0.553
F 4.24656 -1.69550 1.82378 0.635 -0.616 0.446
O 0.59448 0.62593 -0.23728 0.040 0.238 -0.336
C 1.12083 1.70574 -0.99506 0.730 -0.246 0.131
H -3.13262 -0.27654 0.50180 -0.162 -0.303 0.186
H -1.69971 -0.69208 -0.45498 0.459 -0.363 -0.031
H -3.10747 -0.18882 -1.25358 -0.344 -0.096 -0.450
H -3.01181 2.01438 -0.07973 -0.268 0.334 -0.030
H -1.67284 1.80411 -1.15228 0.397 0.000 -0.287
H -1.81299 1.59684 1.84436 0.053 -0.205 0.496
H -1.12531 -0.35616 1.81686 0.090 -0.149 -0.295
H 0.80978 1.45961 2.92571 -0.160 -0.013 0.351
H 1.04441 2.75458 1.79196 0.155 0.306 -0.272
H 2.08691 -0.34743 2.92123 -0.316 -0.220 0.098
H 3.72931 0.31182 2.91955 0.157 0.125 0.265
H 0.80714 1.61583 -2.01997 -0.472 -0.074 -0.345
H 0.87044 2.68042 -0.60127 -0.327 0.236 0.063
H 2.20382 1.62983 -0.99605 0.295 0.002 0.089
C -1.14972 -3.56430 -3.21384 0.154 0.056 -0.103
C -2.16035 -2.53166 -2.66600 0.040 -0.032 -0.024
O -1.94370 -1.33135 -2.95502 -0.029 0.013 -0.183
O -3.09505 -3.00434 -1.97958 -0.037 0.063 0.039
H -0.36517 -3.08058 -3.79739 -0.024 0.034 0.015
H -0.68806 -4.10518 -2.38488 -0.080 -0.055 0.001
H -1.66787 -4.28576 -3.84981 -0.027 -0.049 0.083
```
Forces are in eV/Å.